(1)
This record from OMol25 describes a 2-piece molecular cluster, CH10N3 overall in a non-equilibrium geometry. The level of theory is ωB97M-V with the def2-TZVPD basis set.

Each line ends with the natural charge from an NBO analysis.
CARTESIAN COORDINATES (ANGSTROEM)
H 1.345 -0.524 1.508  0.465
H -0.608 -0.535 -2.128  0.377
N -0.348 1.224 0.745  -0.920
H -1.185 1.496 1.301  0.401
H 2.126 -1.923 0.652  0.454
H 0.497 1.801 0.988  0.391
H -1.723 -0.567 -1.102  0.377
H 0.797 -0.979 -0.015  0.490
C -0.616 1.017 -0.733  -0.082
N -0.747 -0.490 -1.047  -0.877
N 1.229 -1.366 0.878  -0.946
H 0.510 -2.094 1.452  0.479
H 0.216 1.465 -1.280  0.195
H -1.494 1.475 -1.219  0.198

Computed properties:
**Total charge**: +1
**ΔE to the lowest compared entry with this formula, charge and spin**: 31.6 kcal/mol
**Strongest force on any atom**: 4.20 eV Å⁻¹
**HOMO energy**: -13.9 eV



(2)
This record from OMol25 describes a 9-piece molecular cluster, C18H54O9S9 overall in a non-equilibrium geometry. The level of theory is ωB97M-V with the def2-TZVPD basis set.

Each line ends with the Löwdin charge.
CARTESIAN COORDINATES (ANGSTROEM)
H -2.689 -2.184 1.476  0.024
H 0.747 0.966 -1.016  0.032
C 6.167 -1.244 -1.792  -0.254
H 1.068 2.935 -4.344  0.049
H -2.648 4.901 1.356  0.055
H -1.906 2.410 -2.271  0.034
O -1.642 2.735 -4.950  -0.561
H -4.210 -1.430 1.319  0.065
H -2.625 0.916 -2.658  0.034
H 0.265 0.949 -4.919  0.045
H -4.988 5.578 1.953  0.057
O 3.941 2.396 2.446  -0.508
C 2.574 -3.145 3.155  -0.319
C -3.737 -2.411 1.349  -0.286
H 5.602 -1.489 -2.682  0.047
H -3.643 2.317 -2.063  0.018
H 2.592 3.345 -3.382  0.061
H 0.478 1.263 0.682  0.050
H 3.609 2.093 -0.625  0.018
C -6.045 -2.955 2.379  -0.302
O -1.139 -0.966 -1.587  -0.532
H 3.084 -0.584 3.874  0.059
C -3.772 4.024 -4.147  -0.286
H -2.255 3.875 -0.023  0.023
H -6.358 5.590 0.684  0.057
H 6.939 -1.986 -1.522  0.063
H 4.207 -3.258 -0.984  0.064
H 3.423 5.037 1.804  0.070
H 0.539 -2.396 -0.093  0.044
H 4.332 -3.037 0.714  0.016
S -3.005 2.464 -4.410  0.834
C 4.872 -2.879 -0.214  -0.274
S 4.126 -2.607 3.665  0.768
O 5.861 -0.688 0.764  -0.528
H -6.716 -3.454 3.070  0.061
O 4.193 -2.796 5.133  -0.530
S 2.842 2.751 1.567  0.767
C 2.518 4.425 1.846  -0.304
H 1.808 -2.689 3.807  0.078
H -0.920 -7.472 1.820  0.061
H 3.916 -0.636 2.238  0.021
H 2.419 -2.953 2.113  0.018
C -2.921 4.634 0.343  -0.243
C 1.758 2.664 -3.561  -0.287
C -2.819 1.987 -2.686  -0.255
H -4.019 4.422 -5.128  0.050
C -0.052 1.030 -0.262  -0.324
C 0.724 -1.398 0.263  -0.234
H 0.063 0.460 -3.270  0.041
H -3.948 -2.948 0.438  0.064
H 2.667 3.626 -0.599  0.046
S 5.060 -1.144 -0.380  0.766
H -4.647 3.948 -3.508  0.037
H -6.131 -1.911 2.668  0.059
H -2.573 -6.911 2.149  0.052
C 0.739 0.411 -4.121  -0.284
C 3.957 -0.891 3.293  -0.277
H -3.125 4.734 -3.612  0.067
H -0.788 1.810 -0.446  0.035
H 1.779 4.761 1.117  0.053
H -2.943 5.542 -0.266  0.061
H 1.145 2.743 -2.657  0.051
C -1.558 -5.139 0.304  -0.280
H -6.312 -3.157 1.334  0.075
H 0.868 -0.564 -4.562  0.061
H 2.538 -4.219 3.324  0.050
H -0.818 -5.704 -0.265  0.070
O 0.436 -5.064 1.969  -0.536
H 4.360 3.641 -0.035  0.066
S -1.039 -5.110 1.963  0.775
C -1.516 -6.740 2.338  -0.276
H 6.575 -0.250 -2.036  0.060
S -0.738 -0.500 -0.213  0.789
S -4.418 -3.429 2.581  0.782
O 2.604 0.580 -2.277  -0.575
C -5.313 5.511 0.921  -0.287
H 2.189 4.495 2.886  0.057
O -4.314 -4.845 2.152  -0.539
S -4.616 4.006 0.363  0.823
C 3.461 3.029 -0.114  -0.235
H 1.646 -1.083 -0.229  0.051
O -5.068 3.686 -1.018  -0.550
H 0.841 -1.397 1.352  0.058
H -1.346 -6.846 3.409  0.057
H -1.684 -4.115 -0.055  0.039
H -2.524 -5.618 0.221  0.049
H 5.788 -3.450 -0.092  0.070
S 2.274 1.030 -3.689  0.837
H 4.831 -0.417 3.747  0.066
H -4.900 6.388 0.417  0.059

Computed properties:
**ΔE to the lowest compared entry with this formula, charge and spin**: 21.6 kcal/mol
**Strongest force on any atom**: 3.54 eV Å⁻¹
**HOMO energy**: -7.9 eV



(3)
This record from OMol25 describes a 9-piece molecular cluster, C17H52N10O9 overall in a non-equilibrium geometry. The level of theory is ωB97M-V with the def2-TZVPD basis set.

Each line ends with the Löwdin charge.
CARTESIAN COORDINATES (ANGSTROEM)
H 2.871 -1.561 1.780  0.040
C 5.523 1.847 0.553  -0.077
H -3.570 0.156 -4.679  0.074
H -3.604 2.781 0.566  0.040
C 6.965 1.508 2.535  -0.078
O -2.517 -0.901 -6.835  -0.051
O -1.360 0.502 -1.126  -0.004
C -3.146 3.501 1.170  -0.024
H -1.694 1.509 1.272  0.074
C -2.203 -2.487 -3.151  -0.649
H 7.861 1.965 2.168  0.064
H -6.164 0.876 -2.012  0.074
C -1.947 3.985 3.360  -0.055
O 4.543 1.085 2.683  -0.124
H -2.516 -0.882 -2.101  0.063
C -1.500 1.227 -6.286  -0.038
H -3.306 2.394 2.988  0.122
H -2.595 -0.972 3.166  0.108
H 5.067 0.800 0.292  0.108
N -0.621 -2.324 0.991  0.174
C -1.775 -2.085 1.660  -0.652
N 0.411 -0.091 -2.231  0.206
H -0.852 -0.724 2.988  0.085
N -4.122 -0.136 0.198  0.151
C -0.158 0.317 -1.123  -0.725
H -4.551 1.316 -2.132  0.081
H -2.054 -1.151 -6.048  0.031
H 5.311 -2.535 -0.152  0.101
C -3.844 0.689 -5.598  -0.078
C 1.514 0.549 3.679  -0.597
N 0.607 0.663 -0.108  0.219
H 1.593 0.601 -0.056  0.105
H 3.342 -3.788 2.853  0.075
H 1.331 -0.418 -2.318  0.096
C 4.931 -3.092 0.760  -0.068
N 2.469 0.121 4.645  0.142
O -1.484 -1.849 -3.886  -0.008
O 1.379 -0.161 2.676  -0.013
N -2.141 -3.877 -3.193  0.146
C -2.525 2.894 2.457  -0.443
H 3.510 -5.105 1.674  0.087
H 5.173 -2.560 1.680  0.076
H -1.077 0.800 -5.395  0.067
H -4.049 -1.004 0.715  0.060
H 0.227 -1.796 1.206  0.064
H -1.484 3.577 4.287  0.077
C -2.811 0.490 -6.633  -0.487
H -3.486 -2.197 -1.474  0.096
H 1.936 -4.324 1.955  0.078
H -3.733 4.385 1.453  0.092
C 3.003 -4.174 1.916  -0.054
H 2.791 -0.818 4.495  0.097
C 3.432 -3.252 0.833  -0.479
H 0.093 0.985 0.657  0.054
O -6.197 -0.645 -0.247  0.018
N -5.303 0.992 -1.566  0.170
C 5.594 1.991 2.058  -0.434
O 2.699 -1.955 0.916  -0.097
H 7.063 0.471 2.306  0.067
H 4.748 2.522 0.196  0.061
H -0.072 1.854 3.322  0.072
H -4.861 0.474 -5.819  0.070
N -1.719 -1.245 2.740  0.169
H -3.294 0.811 -7.596  0.149
H -2.679 4.720 3.698  0.084
H -0.667 -2.923 0.164  0.119
H 7.067 1.652 3.642  0.087
H -1.658 2.265 -6.341  0.058
H -0.225 -0.503 -2.913  0.082
C -5.239 0.050 -0.550  -0.674
O -2.834 -2.579 1.202  -0.043
H -1.158 4.458 2.814  0.074
H 4.430 1.230 3.666  0.079
H -0.803 0.994 -7.116  0.089
H -1.633 -4.271 -3.983  0.102
N 0.751 1.644 3.905  0.193
H 5.437 -4.057 0.738  0.077
H 2.096 0.240 5.552  0.074
H 3.178 -3.569 -0.178  0.131
H 0.846 2.094 4.783  0.092
H -3.163 -0.086 -0.142  0.045
H -2.576 -4.592 -2.596  0.108
H -3.894 1.702 -5.241  0.071
H -2.339 3.860 0.563  0.077
O -1.514 1.926 2.142  -0.106
H 5.347 3.017 2.321  0.125
N -2.964 -1.795 -2.245  0.181
H 6.539 1.996 0.030  0.107

Computed properties:
**ΔE to the lowest compared entry with this formula, charge and spin**: 22.2 kcal/mol
**Strongest force on any atom**: 3.00 eV Å⁻¹
**HOMO energy**: -9.1 eV



(4)
This record from OMol25 describes C27H22IrN6O9 as an isolated structure. The level of theory is ωB97M-V with the def2-TZVPD basis set.

Each line ends with the Löwdin charge.
CARTESIAN COORDINATES (ANGSTROEM)
H 0.373 -4.823 1.084  0.176
O 0.450 -5.609 -1.235  0.140
H -4.805 3.908 -0.656  0.141
C 3.012 0.625 4.526  -0.130
H -2.251 -4.079 -1.417  0.088
H 1.689 -2.651 -3.540  0.128
C 0.749 1.075 3.873  0.028
H 4.408 0.114 3.025  0.136
H 3.867 -3.297 -2.483  0.087
C 2.426 0.465 2.204  -0.108
O 0.215 -0.911 -1.974  -0.050
C -4.063 -0.073 0.070  0.006
H 3.983 0.017 0.794  0.151
H 1.755 -4.388 -3.241  0.132
C 1.076 0.829 2.514  -0.302
N -1.774 0.508 -0.245  -0.028
C 0.271 -2.004 -1.341  -0.446
H -0.436 5.988 -1.402  0.114
N -3.256 5.863 -1.156  -0.329
H -0.684 -2.868 -3.773  0.129
H 2.966 -2.224 -1.419  0.065
C 0.312 -2.785 0.923  -0.497
H -0.275 1.332 4.102  0.128
H -0.655 -4.580 -3.355  0.130
O -4.447 6.058 -1.148  0.111
H -5.503 1.500 -0.121  0.137
H 3.021 -3.967 -1.097  0.087
C 3.382 0.377 3.244  0.065
C -0.786 -3.577 -2.950  -0.153
C 0.395 -4.446 -0.927  -0.405
N 0.252 -1.788 -0.037  0.031
H -2.939 -3.731 -2.994  0.087
H -4.778 -0.851 0.294  0.126
H 1.438 1.142 5.891  0.131
C -2.797 4.463 -0.922  -0.035
O 0.132 0.990 1.644  -0.162
O -2.411 6.714 -1.331  0.097
C -3.479 2.192 -0.434  -0.104
C -1.111 2.745 -0.741  -0.115
O 5.155 0.271 5.267  0.088
Ir 0.235 0.249 -0.227  1.495
C -4.458 1.220 -0.158  0.044
O 2.262 0.121 -0.171  -0.146
C 1.730 -3.411 -2.758  -0.149
H 1.832 5.029 -1.450  0.126
C 1.689 0.970 4.854  0.043
C -1.396 4.097 -0.970  -0.032
N 0.148 2.240 -0.768  -0.031
C 2.909 0.191 0.900  -0.128
N 4.015 0.529 5.594  -0.355
H 2.145 2.583 -1.041  0.127
O 0.316 -2.547 2.103  0.119
C 2.961 -3.213 -1.884  -0.055
C -2.702 -0.393 0.026  -0.053
N 0.341 -4.072 0.407  0.228
C 0.393 -3.343 -1.985  -0.304
H -2.351 -2.404 -2.005  0.058
H -2.353 -1.398 0.221  0.121
C -2.148 1.794 -0.468  -0.116
C -3.779 3.570 -0.671  0.093
C -0.288 4.936 -1.228  0.050
C 0.975 4.402 -1.254  0.008
C -2.155 -3.439 -2.298  -0.060
O 3.634 0.719 6.729  0.095
C 1.166 3.041 -1.017  -0.052

Computed properties:
**Total charge**: +1
**ΔE to the lowest compared entry with this formula, charge and spin**: 0.0 kcal/mol
**Strongest force on any atom**: 0.83 eV Å⁻¹
**HOMO energy**: -11.6 eV



(5)
This record from OMol25 describes a 2-piece molecular cluster, C5H8O2 overall. The level of theory is ωB97M-V with the def2-TZVPD basis set.

Each line ends with the natural charge from an NBO analysis.
CARTESIAN COORDINATES (ANGSTROEM)
O 0.819 -0.529 0.305  -0.539
C 2.108 -0.335 -0.063  0.659
H -1.207 1.820 -1.049  0.228
H -1.928 -0.521 -1.611  0.216
C -0.273 1.505 -0.575  -0.686
H -1.686 -1.128 1.767  0.080
H -0.204 -0.948 2.640  0.079
C -1.062 -0.864 -1.049  -0.444
C -0.989 -0.340 2.138  -0.180
C -0.221 0.008 -0.501  0.313
H 2.756 -0.769 0.718  0.128
H -0.232 1.929 0.434  0.244
H -0.915 -1.937 -0.944  0.216
O 2.487 0.202 -1.065  -0.558
H 0.570 1.887 -1.161  0.243

Computed properties:
**ΔE to the lowest compared entry with this formula, charge and spin**: 127.0 kcal/mol
**Strongest force on any atom**: 0.60 eV Å⁻¹
**HOMO energy (spin up / spin down)**: -9.5 / -9.4 eV



(6)
This record from OMol25 describes a 2-piece molecular cluster, C4H14O2Si2 overall in a non-equilibrium geometry. The level of theory is ωB97M-V with the def2-TZVPD basis set.

Each line ends with the natural charge from an NBO analysis.
CARTESIAN COORDINATES (ANGSTROEM)
H -1.856 -2.200 0.626  0.240
C 3.659 -0.528 -1.261  -1.057
H 3.698 -0.426 1.617  -0.247
H 0.369 0.316 -1.363  0.492
H -1.358 1.725 1.936  0.236
Si 2.906 0.134 0.503  1.767
C -2.675 -0.055 -1.137  -1.119
O 1.896 1.248 0.820  -1.182
H 3.416 -1.533 -1.474  0.248
H -2.050 2.627 0.567  0.239
H -2.412 -0.990 -1.711  0.232
H -0.217 2.360 0.743  0.271
H -2.482 -1.376 1.976  0.248
Si -1.213 0.080 0.150  1.850
C -1.189 1.885 0.854  -1.140
C -1.516 -1.363 1.369  -1.159
O 0.121 -0.408 -0.757  -1.093
H -3.556 -0.045 -0.513  0.226
H -2.777 0.679 -1.926  0.232
H -0.770 -1.885 2.000  0.248
H 4.698 -0.364 -0.996  0.230
H 3.309 0.114 -2.024  0.237

Computed properties:
**ΔE to the lowest compared entry with this formula, charge and spin**: 68.3 kcal/mol
**Strongest force on any atom**: 3.78 eV Å⁻¹
**HOMO energy**: -9.5 eV